Record 1
The following is a DFT calculation (ωB97M-V/def2-TZVPD) of one molecule with the formula C17H19N3O3.

Structure (XYZ):
```
42
Properties=species:S:1:pos:R:3:nbo_charge:R:1
H -0.9342 1.1437 0.4364 0.1983
O 4.0034 -1.1931 -0.5731 -0.5712
C 3.4759 0.9320 -1.5149 0.0092
H -5.6812 -3.0934 1.4515 0.2109
C 3.2776 -0.5222 -1.2602 0.7756
C -1.5273 -0.7531 -0.3888 -0.2337
H -4.7454 -1.0481 0.4612 0.2071
C -1.3871 0.2125 0.7874 -0.3905
H -2.0833 -0.6603 3.7712 0.2071
H 5.6057 0.9369 -1.1457 0.2190
H -2.1974 -0.3274 -1.1440 0.1866
N 4.9095 2.8147 -1.6046 -0.3926
H -3.0151 -2.7077 4.7627 0.2123
C 0.3234 -2.2454 -0.9873 0.6518
H 1.7064 3.5243 -2.2815 0.1983
C 1.7262 -2.2751 -1.6166 -0.1770
H -0.7215 -0.2302 1.5308 0.2081
C -3.3476 -0.7151 2.0461 0.0781
C 4.0540 5.0071 -2.1409 -0.6506
H -2.6002 1.2765 2.2054 0.2164
H -3.4178 0.9255 0.6766 0.2046
O 2.1919 -0.9639 -1.8981 -0.5011
H -4.8179 -3.9327 3.6056 0.2128
C -4.8916 -2.5622 1.9626 -0.1895
O -0.1905 -3.2547 -0.5594 -0.6219
H 3.4478 5.5825 -1.4433 0.2287
H 2.4145 -2.7840 -0.9335 0.2385
H -1.9345 -1.7083 -0.0500 0.2409
C -4.3633 -1.4111 1.4050 -0.2552
C 2.5872 2.9478 -2.0315 -0.0057
H 0.2808 -0.2528 -1.3649 0.4177
N -0.2462 -1.0312 -0.9928 -0.6124
C -2.8712 -1.1953 3.2596 -0.2487
C 4.7334 1.5210 -1.4016 0.0528
C -3.3961 -2.3459 3.8188 -0.1985
C 3.8478 3.5477 -1.9207 0.2014
H 1.6776 -2.8353 -2.5548 0.2155
H 3.7536 5.2809 -3.1509 0.2290
H 5.1020 5.2515 -1.9963 0.2419
C -2.7438 0.5176 1.4327 -0.4389
N 2.4024 1.6599 -1.8288 -0.3527
C -4.4080 -3.0334 3.1705 -0.2229
```

Energy relative to the best compared isomer or geometry (same formula, charge and spin) ... 0.5173 eV
Structure (SMILES) ... Cc1cnc(C(=O)OCC(=O)NCCCc2ccccc2)cn1

---

Record 2
The following is a DFT calculation (ωB97M-V/def2-TZVPD) of an isolated ion of composition C10H9N2S and charge +1.

Structure (XYZ):
```
22
Properties=species:S:1:pos:R:3:nbo_charge:R:1
C -2.4050 -1.5637 0.0146 -0.0711
C 2.3085 -1.2518 0.1107 -0.1107
C 3.6740 -1.4605 0.1444 -0.2722
C -0.5392 0.0551 0.1094 0.0223
H 0.6437 1.7366 -0.0063 0.2233
H -3.7203 1.5734 0.0940 0.2506
C -2.9348 0.7002 0.0942 -0.0512
C 3.1907 1.0454 -0.1685 -0.4282
C 0.7476 0.6026 0.0391 0.0230
H -4.3508 -0.8394 0.2354 0.2368
C -0.9521 -1.3155 -0.0234 0.0832
H -1.4976 2.1084 -0.0885 0.2384
H 4.2519 -2.3976 0.3188 0.2836
H 0.8715 -2.1769 -0.0182 0.3720
H -2.7392 -2.6666 -0.0241 0.2539
N 2.0252 0.0851 -0.0227 -0.2378
C -3.3559 -0.6499 0.1640 -0.2498
H 3.0173 1.6636 0.7020 0.2787
N -0.2714 -2.3505 -0.1903 -0.3789
H 3.0286 1.3688 -1.2268 0.2880
S 4.6027 -0.0070 0.0455 0.4970
C -1.6106 1.0275 0.0240 -0.2510
```

Energy ... -24318.516 eV
Total charge ... +1

---

Record 3
The following is a DFT calculation (ωB97M-V/def2-TZVPD) of one molecule with the formula C5H8N2.

Structure (XYZ):
```
15
Properties=species:S:1:pos:R:3:nbo_charge:R:1
H -1.5481 2.1483 0.5588 0.2045
N -2.6488 -0.2932 -0.3767 -0.8058
C -0.1255 -0.5829 -0.5796 -0.3215
C 0.9878 0.1052 -0.1565 0.1308
H -2.7085 -1.3030 -0.3476 0.3650
H -3.1950 0.0580 0.4035 0.3656
C 2.2903 -0.7020 0.0572 -0.6339
H -0.0333 -1.4976 -1.1515 0.2147
N 0.4740 1.3214 0.4157 -0.5339
C -1.3064 0.1224 -0.2316 0.0723
H 0.8529 2.2316 0.6757 0.4147
H 2.1873 -1.7406 -0.3185 0.2262
H 2.4591 -0.8395 1.1307 0.2183
C -0.9067 1.3070 0.3109 -0.1294
H 3.2209 -0.3351 -0.3904 0.2123
```

Energy relative to the best compared isomer or geometry (same formula, charge and spin) ... 0.9272 eV
Structure (SMILES) ... Cc1cc(N)c[nH]1

---

Record 4
The following is a DFT calculation (ωB97M-V/def2-TZVPD) of C9H13EuIN4O as an isolated structure.

Structure (XYZ):
```
29
Properties=species:S:1:pos:R:3:lowdin_spin:R:1
H -2.0555 -1.0742 -3.2202 0.0000
H -0.8577 -2.6709 -0.3440 -0.0011
C 1.6702 0.4625 0.1427 -0.0003
H -2.0625 -2.6842 -1.6856 0.0000
N 2.2755 2.9854 0.2739 -0.0001
H 0.7516 1.0941 -1.6996 0.0000
C -1.5948 -0.3085 -2.6274 -0.0002
N 0.4148 2.3469 2.6074 -0.0001
C 2.0982 1.8305 0.2167 -0.0001
C 1.2363 0.2219 -1.3058 0.0000
H -0.8385 0.1885 -3.1947 0.0000
C -0.6726 0.7864 0.8393 0.0000
O 0.9799 -2.0975 -1.5813 -0.0008
H 2.0770 1.0530 2.6505 0.0000
C 1.0103 1.0308 2.5398 -0.0002
Eu -2.7371 -3.1582 1.2160 7.0308
H 2.1243 0.0876 -1.8893 0.0000
H 1.0369 3.0060 3.0651 0.0000
C 0.5902 0.2731 1.2319 -0.0010
H -2.3063 0.4324 -2.3230 0.0000
H 0.6255 0.4551 3.3729 0.0000
N -1.7252 1.1179 0.4463 0.0002
C -1.5623 -2.0824 -0.9328 -0.0082
H -0.4527 2.3366 3.1321 0.0000
C 0.4380 -1.0293 -1.4712 -0.0004
H 2.5191 -0.1538 0.3811 -0.0001
N -0.9622 -0.8981 -1.4149 -0.0038
H -2.3689 -1.7379 -0.2271 -0.0041
I 0.3487 -1.8139 1.8011 -0.0104
```

Energy ... -44961.384 eV
Spin multiplicity ... 8
Total charge ... +2

---

Record 5
The following is a DFT calculation (ωB97M-V/def2-TZVPD) of one molecule with the formula C3H6N2O.

Structure (XYZ):
```
12
Properties=species:S:1:pos:R:3:nbo_charge:R:1
H -1.5636 1.3207 -0.8423 0.2171
N 0.1955 0.6617 -0.0289 -0.3049
H -0.9253 2.4316 0.2015 0.2118
H 0.8873 -2.2336 0.6319 0.2323
C 0.2517 -1.8385 -0.1905 -0.4605
C 0.4567 0.1377 1.1360 0.7733
H -0.4191 -2.4505 -0.7140 0.2160
N -0.3738 -0.6302 0.3956 -0.3003
H -0.2288 2.3217 -1.4608 0.2225
H 1.1406 -1.5688 -0.7565 0.2082
C -0.6432 1.7848 -0.5845 -0.4164
O 1.2220 0.0634 2.2124 -0.5990
```

Energy relative to the best compared isomer or geometry (same formula, charge and spin) ... 4.5012 eV
Structure (SMILES) ... CN1C(=O)N1C